Molecular formula: C7H10N2
Method: DFT, ωB97M-V/def2-TZVPD

```
19
C7H10N2 (ωB97M-V/def2-TZVPD)
C -0.008 0.071 0.471
C 1.195 -0.691 0.970
C -0.733 0.904 1.497
C -0.037 0.521 -0.867
C -0.943 -2.088 -0.740
C -0.626 0.834 -1.992
N -1.300 -1.069 -0.102
C 1.526 1.728 -0.615
N 2.404 2.347 -0.179
H 1.737 -1.175 0.161
H -1.630 1.353 1.080
H 0.868 -1.438 1.694
H 1.871 0.013 1.454
H -0.059 1.697 1.821
H -0.995 0.274 2.347
H 0.028 -2.207 -1.234
H -1.626 -2.938 -0.759
H -1.533 0.355 -2.330
H -0.139 1.511 -2.676
```

Values from the calculation:
Kohn-Sham gap = 9.74 eV
Net charge = 0
Multiplicity = 1
HOMO energy = -9.2 eV